This record from the OMol25 dataset describes a cluster of 2 separate species, CH2INO in total in a non-equilibrium geometry. The level of theory is ωB97M-V with the def2-TZVPD basis set.

Geometry (Å):
I (-3.0671, 0.0384, -0.1244)
O (-1.4798, 0.6241, 0.7924)
N (1.6937, -0.1735, 0.6502)
C (1.1164, -0.7488, -0.1519)
H (2.2406, 0.4629, 1.1855)
H (-0.5856, 0.1898, 0.4822)

Summary:
2S+1	3
<S²>	2.01
DFT total energy	-12702.50304	eV
HOMO-LUMO gap (spin up / spin down)	0.2765 / 0.2562	Eh
energy relative to the best compared isomer or geometry (same formula, charge and spin)	133.7	kJ/mol